[1]
Entry from the Open Molecules 2025 dataset: 8 unconnected molecules or ions with the total composition C36H55B2F7IO24 in a non-equilibrium geometry (ωB97M-V/def2-TZVPD).

E_HOMO, hartree: -0.167
Charge: -1
HOMO-LUMO gap, Eh: 0.222
Lowest unoccupied orbital energy, eV: 1.49

Geometry as XYZ:
```
125
Properties=species:S:1:pos:R:3:mulliken_charge:R:1
H 4.65544 2.78735 -0.42695 0.34
H 4.98628 8.30854 0.70091 0.29
C 5.26506 -6.47965 1.64906 0.59
H 1.76558 -5.87910 -1.12925 0.16
O 4.35950 -6.32944 2.39355 -0.44
H 3.72994 7.71366 1.80366 0.28
C -3.48696 2.79618 4.61702 0.18
F 6.66475 -6.43219 -1.38715 -0.28
C 4.58119 4.42328 -7.51637 -0.21
H -3.84662 -1.14909 1.17676 0.17
O -7.29128 0.81640 6.31832 -0.30
O 4.86262 6.23766 0.90366 -0.26
H -4.51953 -7.66245 -2.49717 0.26
H -8.34844 3.85172 6.32303 0.27
O -6.25904 -7.88924 -0.34959 -0.35
H -1.77861 -1.39117 -1.28076 -0.07
H 1.91688 -1.11365 -3.77883 0.30
C 4.66054 4.70704 -9.74027 0.62
H -2.75132 -2.84337 -0.92903 0.02
C 4.44061 3.64673 -1.05811 -0.05
H 8.27139 -7.02668 0.98568 0.28
O -0.70034 6.81572 0.70193 -0.32
F 5.36322 8.30395 3.60319 -0.29
C 1.41946 -5.31556 1.01821 -0.17
F -2.51053 4.16362 -0.52188 -0.22
C -1.77544 -2.33823 -0.69742 -0.58
H -2.05294 -4.36912 -2.54588 0.14
H 5.35946 3.71882 -7.21665 0.22
C 7.21202 -7.18211 0.78680 -0.45
I 1.24347 0.08467 -0.05079 -0.09
H 1.46875 -2.73826 -0.25187 0.44
O -6.52773 -10.12623 -0.29165 -0.51
F -8.68153 1.45853 7.97718 -0.29
H 2.59644 -6.85493 0.07934 0.29
B -0.61562 -4.70803 -0.06373 0.53
H -2.37235 -0.40729 3.05397 0.15
C -2.55523 2.09584 5.67388 -1.12
H -2.07429 -1.41543 -3.71576 0.21
H 2.45617 0.07766 -2.58919 0.15
H 4.98539 4.50618 -0.67738 0.11
C -2.47666 0.22558 2.14633 -0.53
H 2.34726 3.01519 -1.16387 -0.01
O 4.50293 4.53176 -10.90203 -0.51
H 2.18173 -4.51421 0.91369 0.14
H 4.41545 6.59537 -7.74720 0.30
H 7.06545 -5.11450 0.07265 0.27
O 2.87684 4.51442 -2.47667 -0.28
H -0.37673 -4.91216 -2.82215 -0.01
H -4.16743 1.56033 1.56420 0.48
H 3.82335 4.45990 -6.73766 0.20
H -2.67758 6.06132 -1.14140 0.17
O 0.09199 -4.84304 1.17616 -0.74
C -7.01762 1.31204 5.07893 0.66
H -3.15966 3.42470 2.51786 -0.06
H -1.53048 1.96335 5.27789 0.30
C 5.35512 5.43707 1.88347 0.65
F 2.53612 4.80015 -0.25899 -0.28
H -4.36939 0.81533 3.16987 0.07
H -2.90539 -3.03838 -3.93188 0.26
H -0.24415 4.84111 0.29025 0.21
O -6.36726 0.75487 4.26405 -0.52
H -2.94469 1.09890 5.97062 0.26
C 3.90626 4.00752 -3.20563 0.55
O 4.02096 4.01226 -8.76764 -0.31
H 0.07486 -0.98985 -2.36457 0.12
C -0.74275 5.69138 -0.17982 -0.25
O 5.47700 4.26053 1.79360 -0.47
H -1.88799 2.41430 3.21427 0.34
C 5.13315 5.77786 -7.85013 0.32
H -2.94027 -0.15823 0.02045 0.35
C 5.74745 7.51444 2.56943 0.31
H -2.34185 -5.52521 -0.24899 0.07
H -2.46709 2.70463 6.59812 0.37
H -3.19568 -7.74460 -1.31784 0.14
C 2.97083 3.91102 -1.19411 0.50
H -0.24539 5.91321 -1.12268 0.24
C 2.20163 -1.00000 -2.71261 -0.90
H -1.52157 0.74946 1.95531 0.13
O -0.79701 -3.06599 -3.69831 -0.41
C -1.83690 -1.95109 0.82280 -0.23
C -3.62114 1.25574 2.48362 -0.12
H -3.41112 3.88646 4.83243 0.37
O -7.58006 2.53647 4.90273 -0.32
H -1.91651 -2.33269 -5.23363 0.23
H 3.08378 -1.59886 -2.43196 0.28
C -1.00122 -4.00431 -2.60930 -0.55
C -5.08759 -7.09843 -0.48343 0.37
B -0.58307 -3.39928 -1.11251 1.14
O -2.73524 5.89161 0.91090 -0.29
H -4.54163 2.51580 4.78619 -0.42
C -5.87678 -9.17557 -0.57499 0.57
H -9.42147 2.52349 5.83907 0.29
O 5.50166 5.63944 -9.21227 -0.32
C -1.99153 -2.44527 -4.12311 -0.67
C -2.21922 5.47303 -0.34230 0.33
H 1.51331 -3.35210 -1.93753 0.09
C 6.61879 -6.10139 -0.07130 0.32
C -2.99259 2.53557 3.15977 -0.33
H 6.76809 7.77071 2.27470 0.27
O 3.98749 4.08301 -4.38914 -0.60
C -8.38548 2.79822 6.05025 -0.41
H 0.87160 -7.15544 -0.14743 0.27
O -2.12392 7.58765 2.26263 -0.53
C 0.95891 -1.26790 -1.76609 0.25
H -2.28705 -2.76568 1.43067 0.29
C 4.74998 7.55268 1.44799 -0.47
O 5.70016 6.16024 2.98292 -0.34
H -4.62075 -6.96631 0.49577 0.34
C -2.83574 -0.72512 0.96766 -0.72
F 6.24508 6.05777 -7.12169 -0.28
O 5.26840 -6.07493 0.34908 -0.22
C -7.75960 1.90905 7.08619 0.27
O -4.65411 -9.23301 -1.15758 -0.33
C -1.87640 6.83617 1.38025 0.65
C 0.91998 -2.73652 -1.21526 -0.94
H 7.07507 -8.17610 0.35498 0.28
F -5.43126 -5.88687 -0.98868 -0.29
C 1.62557 -6.34538 -0.13026 -0.86
H 1.67848 -5.84276 1.96245 0.31
O 6.44351 -7.07268 1.98355 -0.34
C -4.26697 -7.88861 -1.45890 -0.19
O 4.82423 3.40268 -2.41684 -0.32
O -1.45481 -5.86151 -0.40169 -0.43
H -0.86657 -1.64462 1.25180 0.22
H -6.92347 2.36247 7.62408 0.29
```

---

[2]
Entry from the Open Molecules 2025 dataset: a molecular structure, C9H20NO in a non-equilibrium geometry (ωB97M-V/def2-TZVPD).

E_HOMO, hartree: -0.503
Charge: +1
HOMO-LUMO gap, Eh: 0.393
Lowest unoccupied orbital energy, eV: -2.99

Geometry as XYZ:
```
31
Properties=species:S:1:pos:R:3:mulliken_charge:R:1
C 1.01924 1.09318 -1.56845 -1.91
C -2.48315 -0.01404 -0.09992 -0.72
H -3.22849 -0.32245 -0.71591 0.56
H 3.22190 -0.76007 -0.05660 0.34
N -1.17006 -0.63651 -0.40911 0.16
H 0.36238 0.54868 2.57082 0.42
H 2.27392 0.84815 1.61583 0.46
H -3.00073 2.09706 0.35103 0.35
C -0.14193 0.13991 0.52768 -0.19
H 0.18744 1.71414 -1.85872 0.24
H 2.86032 1.89414 0.29737 0.47
H 0.30044 -1.10085 2.13490 0.44
H 1.36680 2.41309 1.05024 0.22
H -2.63091 -0.23941 0.89578 0.36
H 2.03250 -1.55750 -1.12683 0.29
H 1.08392 0.42807 -2.37187 0.58
H -2.03505 -2.44341 -0.79505 0.37
H 1.77255 -1.45576 0.57171 0.40
C 1.19415 0.42911 -0.18968 2.22
H -0.37544 -2.61369 -0.86470 0.30
C -0.22472 -0.17687 1.93102 -1.34
H -0.82106 -0.38586 -1.38134 0.53
C -1.09963 -2.07084 -0.30206 -0.80
C -2.30408 1.44949 -0.25159 -0.32
C 1.96194 1.44022 0.71921 -1.64
H -1.27122 -0.20959 2.34775 0.24
H -2.41992 1.79216 -1.35292 0.25
H -0.95218 -2.22855 0.78262 0.36
C 2.05026 -0.85973 -0.22184 -1.64
H 1.89728 1.67097 -1.71800 0.45
O -1.12603 1.75391 0.45591 -0.43
```

---

[3]
Entry from the Open Molecules 2025 dataset: a molecular structure, C8H10ClFeNO4 in a non-equilibrium geometry (ωB97M-V/def2-TZVPD).

E_HOMO (spin up / spin down), hartree: -0.128 / -0.204
Charge: -1
HOMO-LUMO gap (spin up / spin down), Eh: 0.207 / 0.270
Multiplicity: 6
Lowest unoccupied orbital energy (spin up / spin down), eV: 2.14 / 1.81

Geometry as XYZ:
```
25
Properties=species:S:1:pos:R:3:mulliken_spin:R:1
H -1.00446 1.10138 1.43783 0.00
H -1.99157 1.98124 -2.08468 0.00
C -0.34454 1.43895 0.64501 -0.02
H 2.05122 -1.46689 -0.62583 -0.02
N -1.90996 1.62206 -1.09157 0.07
O -1.06998 -0.17039 3.59292 0.00
C 1.56837 1.82796 -0.59702 0.01
C -0.77113 2.41015 -0.46391 0.00
C 0.99440 -1.71960 -0.91900 -0.18
C 0.04629 -2.28579 -3.17668 -0.05
H 2.61586 1.91454 -0.80385 0.00
H 0.26429 -1.89345 -0.08793 -0.04
Fe -0.09544 0.32114 -1.21289 4.01
O -0.39521 -2.36341 4.31962 0.00
C 0.50672 2.50532 -1.23158 0.02
H -1.19686 3.40228 -0.19526 0.02
H 1.58007 0.51305 1.24311 -0.02
Cl -0.56254 -1.50281 3.17973 0.00
O -1.51181 -2.09282 2.21651 0.00
H 0.62088 3.19675 -2.08977 0.01
H -0.72179 -1.47145 -3.19733 0.11
H 0.09825 -2.96332 -4.01905 0.03
C 1.02194 1.11589 0.52802 0.06
C 0.84972 -2.41720 -2.13045 0.98
O 0.74034 -1.30760 2.49938 0.00
```

---

[4]
Entry from the Open Molecules 2025 dataset: 2 unconnected molecules or ions with the total composition C3H6NO3S in a non-equilibrium geometry (ωB97M-V/def2-TZVPD).

E_HOMO, hartree: -0.151
Charge: -1
HOMO-LUMO gap, Eh: 0.284
Lowest unoccupied orbital energy, eV: 3.60

Geometry as XYZ:
```
14
Properties=species:S:1:pos:R:3:mulliken_charge:R:1
C 2.73137 0.34007 -0.11221 0.59
H -0.30653 -0.92195 -2.34240 0.25
H -1.16072 -0.47578 1.53376 0.29
C -1.00716 0.15403 0.62310 -1.12
S 0.42424 -2.06202 0.26871 -0.60
H 0.92889 1.50370 0.12391 0.21
H 2.35386 -1.56968 -0.10393 0.26
O 3.49547 1.25379 -0.20795 -0.65
O -0.24970 -0.07977 -1.82255 -0.75
O 3.18706 -0.90374 -0.16283 -0.43
H -0.78941 1.17248 1.00185 0.32
H -2.00849 0.23280 0.02945 0.20
N 1.38324 0.53998 0.13860 -0.19
C 0.28425 -0.37014 0.01229 0.64
```

---

Q: charge of number 4 (C3H6NO3S)?
A: -1

---

Q: Which of these has the highest charge?
A: C9H20NO

---

Q: Number 1 is which compound?
A: C36H55B2F7IO24